C21H24N4O2 | ωB97M-V/def2-TZVPD

Atoms and positions in Å:
C -3.41763 3.56219 -2.11648
C -2.01729 3.65286 -2.71866
O -1.13453 2.67746 -2.20482
C -0.54568 2.86264 -0.98838
C -0.72605 3.97164 -0.17023
C -0.04606 4.07203 1.03262
C 0.83694 3.08672 1.43025
C 1.03390 1.98698 0.61515
C 0.33343 1.84979 -0.57268
C 0.62166 0.66477 -1.43358
O 1.75983 0.38963 -1.77539
N -0.43784 -0.08363 -1.82554
C -1.76010 -0.03727 -1.25115
C -2.22436 -1.45159 -0.85570
C -1.03931 -2.35475 -0.50636
N -0.35334 -1.83183 0.65298
N -0.77067 -0.74453 1.31197
N -0.01731 -0.49517 2.30040
C 0.96442 -1.43763 2.35199
C 2.02794 -1.61906 3.23574
C 2.85002 -2.70540 3.03957
C 4.01807 -2.96433 3.94313
C 2.60328 -3.60337 1.98179
C 1.56660 -3.44557 1.09431
C 0.74835 -2.33496 1.27786
C -0.08461 -2.48515 -1.71253
C -0.19728 -1.25928 -2.62721
H -3.84985 2.58634 -2.32326
H -4.05338 4.32753 -2.55343
H -3.38709 3.69982 -1.03865
H -2.06206 3.43935 -3.79086
H -1.60208 4.65941 -2.58847
H -1.39147 4.77072 -0.45718
H -0.20907 4.93935 1.65561
H 1.37011 3.17278 2.36361
H 1.73315 1.21468 0.89636
H -2.46104 0.38914 -1.97910
H -1.73678 0.59937 -0.36671
H -2.89260 -1.37858 0.00161
H -2.76732 -1.92261 -1.67641
H -1.41396 -3.35286 -0.23506
H 2.18510 -0.92287 4.04402
H 4.94849 -2.92310 3.37767
H 3.94293 -3.95567 4.38839
H 4.06357 -2.22661 4.73965
H 3.26263 -4.45238 1.87189
H 1.39450 -4.15774 0.30177
H -0.31597 -3.39110 -2.27352
H 0.94127 -2.55745 -1.35243
H -1.02341 -1.36902 -3.33526
H 0.73199 -1.11170 -3.17926

Atoms 1-2, force components in eV/Å:
0.42 -0.08 -0.05
-0.39 0.27 -0.11

- HOMO: -8.4 eV
- SMILES: CCOc1ccccc1C(=O)N1CCC(n2nnc3cc(C)ccc32)CC1
- Net charge: 0
- Relative energy (zero: lowest compared OMol25 entry of this formula, charge and spin): 54.3 kcal/mol
- E: -1184.1299 hartree